Formula: C60H52FGeP3SYb
Source: the Open Molecules 2025 dataset
Level of theory: ωB97M-V with the def2-TZVPD basis set

Structure (XYZ):
```
119
Properties=species:S:1:pos:R:3:lowdin_spin:R:1
Yb 13.921 12.591 11.917 0.112
F 9.395 13.066 14.191 0.003
Ge 10.738 12.966 13.015 0.229
C 11.192 11.061 13.540 0.156
C 10.195 10.131 13.208 0.033
C 10.529 8.814 12.903 0.004
C 11.841 8.430 12.794 0.017
C 12.837 9.318 13.223 0.003
C 12.515 10.563 13.785 0.056
P 13.703 11.443 14.723 0.024
C 12.679 12.209 16.056 0.005
C 11.702 11.555 16.841 0.001
C 10.954 12.261 17.819 0.001
C 11.159 13.624 18.000 0.001
C 12.163 14.265 17.298 0.001
C 12.899 13.562 16.346 0.002
C 14.789 10.425 15.680 0.001
C 15.921 11.018 16.281 0.000
C 16.823 10.231 17.008 0.000
C 16.575 8.894 17.308 0.000
C 15.447 8.327 16.764 0.000
C 14.558 9.057 15.966 0.001
C 11.035 15.000 12.992 0.109
C 9.817 15.679 12.982 0.010
C 9.662 16.936 12.401 0.007
C 10.782 17.580 11.902 -0.004
C 12.038 17.013 12.069 0.002
C 12.207 15.795 12.703 0.014
P 13.830 15.541 13.532 0.029
C 14.369 17.145 13.898 0.004
C 13.680 17.774 14.938 0.002
C 14.085 18.993 15.407 0.000
C 15.141 19.662 14.792 0.001
C 15.768 19.041 13.708 0.000
C 15.396 17.798 13.237 0.002
C 15.475 14.819 13.044 0.008
C 16.278 14.646 14.236 0.002
C 17.565 14.132 14.208 0.001
C 18.171 13.850 12.979 0.000
C 17.449 14.082 11.795 0.000
C 16.097 14.497 11.810 0.001
C 9.536 12.766 11.495 0.021
C 8.184 12.417 11.737 0.004
C 7.316 12.224 10.662 0.005
C 7.724 12.461 9.355 0.001
C 8.995 12.913 9.120 0.004
C 9.901 13.072 10.171 0.004
P 11.556 13.647 10.088 0.070
C 11.559 15.083 9.001 0.015
C 10.411 15.837 8.695 0.015
C 10.568 17.030 7.979 0.001
C 11.807 17.499 7.594 0.015
C 12.917 16.667 7.746 -0.001
C 12.819 15.504 8.513 0.013
C 12.554 11.865 8.861 -0.002
C 12.188 12.417 7.603 -0.007
C 11.373 11.690 6.729 0.000
C 10.503 10.628 7.116 -0.010
C 10.886 10.132 8.446 0.001
C 11.730 10.819 9.313 -0.003
H 9.128 10.415 13.242 0.004
H 9.735 8.075 12.747 0.001
H 12.113 7.469 12.355 0.001
H 13.895 9.083 13.128 0.001
H 11.522 10.478 16.719 0.000
H 10.208 11.708 18.372 0.000
H 10.541 14.211 18.689 0.000
H 12.417 15.321 17.430 0.000
H 13.657 14.086 15.749 0.000
H 16.106 12.080 16.142 0.000
H 17.711 10.763 17.393 0.000
H 17.232 8.307 17.962 0.000
H 15.198 7.283 16.954 0.000
H 13.630 8.617 15.589 0.000
H 8.925 15.213 13.435 0.002
H 8.649 17.342 12.365 0.001
H 10.658 18.590 11.479 0.000
H 12.930 17.553 11.776 0.000
H 12.843 17.224 15.369 0.000
H 13.600 19.419 16.292 0.000
H 15.502 20.650 15.159 0.000
H 16.604 19.553 13.196 0.000
H 15.947 17.285 12.459 0.000
H 15.860 15.044 15.186 0.000
H 18.110 14.033 15.159 0.000
H 19.177 13.458 12.908 0.000
H 17.953 13.909 10.835 0.000
H 15.604 14.720 10.874 0.000
H 7.836 12.305 12.784 0.000
H 6.288 11.907 10.880 0.000
H 7.021 12.340 8.504 0.000
H 9.295 13.193 8.087 0.000
H 9.391 15.514 9.007 0.001
H 9.674 17.614 7.776 0.000
H 11.915 18.462 7.076 0.001
H 13.870 16.894 7.255 0.000
H 13.710 14.896 8.737 0.001
H 12.443 13.410 7.192 0.000
H 11.417 12.136 5.710 0.000
H 9.565 10.415 6.694 -0.001
H 10.280 9.333 8.898 0.000
H 11.796 10.556 10.364 0.002
S 16.445 10.781 12.505 0.002
H 13.789 11.952 9.205 -0.003
C 16.346 6.880 9.873 0.000
C 16.614 8.308 9.121 0.000
C 15.967 8.437 7.780 0.000
C 18.147 8.369 9.052 0.000
C 16.217 9.344 10.062 0.001
C 16.029 10.097 11.099 0.000
H 16.724 6.026 9.304 0.000
H 15.280 6.694 10.052 0.000
H 16.850 6.940 10.855 0.000
H 16.582 8.131 6.941 0.000
H 15.454 9.371 7.615 0.000
H 14.967 7.853 7.847 0.000
H 18.654 7.778 8.278 0.000
H 18.557 8.160 10.052 0.000
H 18.406 9.416 8.909 0.000
```

Calculated values
Charge: -1
Spin multiplicity: 2
Gap between HOMO and LUMO (spin up / spin down) in eV: 4.4 / 4.5


Formula: C60H52FeN7O3Te
Source: the Open Molecules 2025 dataset
Level of theory: ωB97M-V with the def2-TZVPD basis set

Structure (XYZ):
```
124
Properties=species:S:1:pos:R:3:lowdin_charge:R:1
Fe 0.130 -0.470 0.369 0.463
C -1.898 -3.692 -1.354 -0.014
C -1.446 -2.411 -0.740 -0.266
N -0.280 -2.205 -0.259 -0.075
N 0.643 -3.181 -0.132 0.085
C 1.703 -2.660 0.502 -0.544
O 1.887 -1.450 0.768 -0.047
C 2.736 -3.664 0.999 -0.510
C 4.052 -3.005 1.528 -0.233
C 5.138 -4.045 1.685 -0.071
C 5.201 -5.129 0.915 -0.098
C 4.171 -5.371 -0.093 -0.099
C 3.030 -4.681 -0.066 -0.136
C -2.340 -1.265 -0.539 -0.190
C -3.694 -1.280 -0.852 -0.013
C -4.475 -0.188 -0.504 -0.076
C -3.889 0.895 0.129 -0.079
C -2.524 0.860 0.372 -0.099
N -1.778 -0.191 0.053 0.067
H -1.043 -4.354 -1.466 0.070
H -2.336 -3.507 -2.339 0.077
H -2.647 -4.193 -0.731 0.083
H 4.374 -2.343 0.707 0.154
H 5.916 -3.844 2.413 0.111
H 6.023 -5.830 1.018 0.096
H 4.338 -6.116 -0.862 0.097
H 2.240 -4.849 -0.787 0.103
H -4.123 -2.142 -1.347 0.108
H -5.535 -0.187 -0.726 0.101
H -4.467 1.763 0.418 0.102
H -1.990 1.690 0.818 0.115
C -0.256 4.172 5.855 -0.068
C -0.047 3.411 4.570 -0.278
C 0.497 4.012 3.439 0.014
C 0.714 3.325 2.260 -0.063
C 1.264 4.120 1.125 -0.292
O 1.036 5.318 1.057 0.065
C 2.138 3.494 0.084 -0.140
C 2.172 4.074 -1.179 -0.041
C 3.000 3.555 -2.163 -0.095
C 3.814 2.466 -1.884 -0.080
C 3.803 1.903 -0.614 -0.062
C 2.963 2.409 0.363 -0.016
C 0.352 1.939 2.133 -0.312
O 0.496 1.352 1.029 -0.082
C -0.208 1.313 3.303 -0.059
C -0.386 2.075 4.466 0.008
C -0.538 -0.115 3.342 -0.172
N -0.355 -0.952 2.376 0.082
C -0.547 -2.387 2.686 -0.229
C 0.728 -2.961 3.337 -0.463
Te 1.608 -4.750 2.541 1.322
C 3.972 -2.143 2.785 -0.211
C 4.098 -2.725 4.045 -0.090
C 3.969 -1.967 5.203 -0.092
C 3.730 -0.603 5.118 -0.109
C 3.653 0.000 3.868 -0.069
C 3.784 -0.761 2.715 -0.029
C -1.113 -0.595 4.652 -0.216
C -2.495 -0.616 4.817 -0.033
C -3.053 -1.054 6.010 -0.082
C -2.232 -1.469 7.051 -0.097
C -0.853 -1.439 6.894 -0.074
C -0.295 -1.001 5.699 -0.040
H 0.089 5.202 5.754 0.068
H 0.291 3.722 6.688 0.071
H -1.311 4.206 6.141 0.071
H 0.765 5.064 3.458 0.119
H 1.527 4.920 -1.379 0.115
H 2.999 3.990 -3.157 0.101
H 4.438 2.038 -2.659 0.088
H 4.429 1.045 -0.399 0.096
H 2.926 1.951 1.345 0.103
H -0.808 1.600 5.344 0.115
H -0.788 -2.907 1.768 0.076
H -1.384 -2.537 3.369 0.108
H 0.574 -3.169 4.396 0.033
H 1.525 -2.221 3.278 0.037
H 4.267 -3.791 4.125 0.088
H 4.052 -2.448 6.172 0.098
H 3.615 -0.008 6.018 0.098
H 3.470 1.067 3.791 0.103
H 3.695 -0.289 1.747 0.097
H -3.130 -0.288 4.000 0.124
H -4.130 -1.070 6.127 0.099
H -2.667 -1.811 7.983 0.095
H -0.207 -1.755 7.705 0.101
H 0.783 -0.963 5.577 0.113
N 0.701 -0.166 -1.465 0.119
C 1.053 -0.459 -2.620 -0.352
C 0.033 -0.924 -3.667 -0.145
C 0.303 -1.904 -4.621 -0.042
C -0.701 -2.386 -5.458 -0.106
C -1.989 -1.879 -5.370 -0.123
C -2.267 -0.890 -4.429 -0.098
C -1.270 -0.426 -3.587 -0.058
C 2.494 -0.425 -3.091 -0.172
C 2.869 0.139 -4.307 -0.057
C 4.207 0.188 -4.687 -0.112
C 5.186 -0.354 -3.864 -0.122
C 4.819 -0.927 -2.650 -0.095
C 3.487 -0.946 -2.263 -0.038
H 1.307 -2.308 -4.698 0.110
H -0.475 -3.165 -6.179 0.091
H -2.769 -2.250 -6.025 0.087
H -3.273 -0.485 -4.350 0.089
H -1.470 0.319 -2.824 0.075
H 2.103 0.543 -4.962 0.111
H 4.487 0.645 -5.630 0.093
H 6.227 -0.330 -4.165 0.091
H 5.578 -1.350 -2.000 0.097
H 3.182 -1.344 -1.301 0.094
C -3.243 2.809 -4.879 -0.031
N -2.216 2.688 -3.868 -0.138
C -0.856 2.640 -4.076 -0.074
C -0.290 2.483 -2.843 -0.150
N -1.269 2.427 -1.885 0.091
C -2.403 2.560 -2.526 -0.191
H -2.768 2.903 -5.853 0.086
H -3.858 3.692 -4.708 0.084
H -3.880 1.924 -4.894 0.076
H -0.433 2.698 -5.066 0.114
H 0.750 2.361 -2.585 0.084
H -3.392 2.535 -2.088 0.117
```

Calculated values
Charge: -1
Gap between HOMO and LUMO in eV: 5.4
Energy relative to the best compared isomer or geometry (same formula, charge and spin) in kcal per mole: 0.0


Formula: C60H55BBaBr5GeN3O6PS
Source: the Open Molecules 2025 dataset
Level of theory: ωB97M-V with the def2-TZVPD basis set

Structure (XYZ):
```
134
Properties=species:S:1:pos:R:3:lowdin_spin:R:1
Ba 0.931 0.453 -0.935 0.168
C 1.227 -2.118 3.214 0.006
C 1.151 -3.610 3.055 0.001
C 1.951 -4.444 3.828 0.000
C 1.910 -5.822 3.685 0.000
C 1.058 -6.386 2.749 0.000
C 0.252 -5.566 1.973 0.000
C 0.278 -4.180 2.116 0.000
P -0.816 -3.044 1.142 0.003
C -1.299 -4.170 -0.242 0.001
C -2.624 -4.546 -0.440 0.000
C -3.000 -5.332 -1.519 0.000
C -2.049 -5.731 -2.444 0.000
C -0.729 -5.336 -2.277 0.000
C -0.334 -4.559 -1.193 0.000
C 1.108 -4.154 -1.056 0.000
C -2.281 -3.038 2.246 0.001
C -2.760 -4.219 2.807 0.000
C -3.889 -4.266 3.608 0.000
C -4.571 -3.063 3.875 0.000
C -4.111 -1.874 3.384 0.000
C -2.920 -1.771 2.569 0.001
C -2.467 -0.535 2.164 0.003
H 1.882 -1.844 4.043 0.000
H 0.235 -1.693 3.391 0.000
H 1.617 -1.661 2.299 0.007
H 2.626 -4.000 4.553 0.000
H 2.543 -6.454 4.297 0.000
H 1.016 -7.461 2.620 0.000
H -0.402 -6.019 1.237 0.000
H -3.370 -4.228 0.276 0.000
H -4.036 -5.631 -1.633 0.000
H -2.331 -6.339 -3.296 0.000
H 0.011 -5.623 -3.018 0.000
H 1.655 -4.333 -1.983 0.000
H 1.598 -4.715 -0.259 0.000
H 1.186 -3.095 -0.799 0.000
H -2.246 -5.149 2.601 0.000
H -4.240 -5.209 4.010 0.000
H -5.467 -3.083 4.489 0.000
H -4.632 -0.953 3.623 0.000
H -1.533 -0.402 1.633 0.004
H -2.981 0.360 2.496 0.000
Br 5.665 -5.266 -1.029 0.000
C 4.666 -3.781 -1.658 0.000
C 4.490 -3.567 -3.010 0.000
Br 5.221 -4.781 -4.275 0.000
C 3.768 -2.442 -3.441 0.000
Br 3.626 -2.066 -5.306 0.000
C 3.130 -1.550 -2.567 0.001
O 2.455 -0.515 -2.926 0.006
C 3.294 -1.810 -1.147 0.001
O 2.720 -1.003 -0.305 0.016
C 4.098 -2.874 -0.752 0.000
Br 4.382 -3.043 1.122 0.000
C -2.911 3.277 -1.555 0.005
Ge -1.105 3.046 -0.655 0.018
C -0.279 4.721 -1.495 0.004
C 0.854 4.668 -2.306 0.000
C 1.408 5.812 -2.871 0.000
C 0.837 7.052 -2.627 0.000
C -0.289 7.134 -1.817 0.000
C -0.834 5.983 -1.265 0.001
C -1.494 3.916 1.141 -0.001
C -2.779 3.951 1.630 0.000
C -3.080 4.391 2.935 0.000
C -2.083 4.790 3.779 0.000
C -0.737 4.767 3.341 0.000
C 0.321 5.156 4.196 0.001
C 1.619 5.125 3.768 0.000
C 1.916 4.704 2.458 0.001
C 0.912 4.321 1.610 0.000
C -0.445 4.332 2.018 0.000
H -3.328 4.273 -1.385 0.001
H -3.620 2.525 -1.202 0.000
H -2.791 3.137 -2.631 0.000
H 1.332 3.713 -2.481 0.000
H 2.293 5.738 -3.495 0.000
H 1.273 7.950 -3.053 0.000
H -0.736 8.101 -1.615 0.000
H -1.709 6.062 -0.626 0.000
H -3.594 3.626 0.991 0.000
H -4.113 4.409 3.268 0.000
H -2.302 5.119 4.789 0.000
H 0.085 5.470 5.208 0.000
H 2.423 5.408 4.437 0.000
H 2.947 4.679 2.126 0.000
H 1.152 4.004 0.602 0.000
Br -3.745 0.393 -4.474 0.000
C -4.274 -0.750 -3.049 0.000
C -5.201 -1.746 -3.312 0.000
C -5.626 -2.499 -2.227 0.000
C -5.112 -2.226 -0.971 0.000
C -4.147 -1.235 -0.843 0.000
N -3.742 -0.498 -1.880 0.000
H -5.570 -1.914 -4.313 0.000
H -6.352 -3.290 -2.374 0.000
H -5.441 -2.773 -0.098 0.000
H -3.683 -1.012 0.118 0.000
N 4.620 1.000 -0.709 0.000
C 4.104 1.951 -1.522 0.000
N 4.997 2.519 -2.410 0.000
O 2.936 2.335 -1.483 0.000
H 5.482 0.556 -0.972 0.000
H 3.922 0.388 -0.274 0.000
H 5.981 2.404 -2.250 0.000
H 4.703 3.387 -2.820 0.000
O 2.491 1.072 1.916 0.078
B 1.160 0.771 1.622 0.518
O 0.385 1.000 2.752 0.087
C 1.228 1.428 3.728 0.022
C 0.948 1.775 5.030 0.000
C 2.023 2.185 5.814 -0.001
C 3.315 2.233 5.303 -0.001
C 3.593 1.869 3.989 0.000
C 2.525 1.471 3.217 0.020
H -0.062 1.723 5.412 0.000
H 1.850 2.465 6.846 0.000
H 4.125 2.565 5.942 0.000
H 4.599 1.895 3.591 0.000
O -0.283 0.687 -2.776 0.025
S 0.737 1.219 -3.729 0.001
C 0.787 0.055 -5.127 0.000
C -0.274 0.457 -6.133 0.000
C -0.246 1.982 -6.181 0.000
C -0.221 2.444 -4.732 0.000
H 0.662 -0.940 -4.712 0.000
H 1.794 0.140 -5.533 0.000
H -1.253 0.120 -5.789 0.000
H -0.081 0.008 -7.109 0.000
H -1.114 2.385 -6.705 0.000
H 0.654 2.316 -6.706 0.000
H -1.215 2.433 -4.282 0.000
H 0.217 3.430 -4.598 0.000
```

Calculated values
Charge: -2
Spin multiplicity: 2
Gap between HOMO and LUMO (spin up / spin down) in eV: 4.0 / 3.9
Energy relative to the best compared isomer or geometry (same formula, charge and spin) in kcal per mole: 40.5


Respective strongest force on any atom values: 8.5 1.1 3.7 eV/Å.
Respective E_tot values: -7075.03040 -4458.40965 -18672.10027 Eh.